Density functional theory data (ωB97M-V with the def2-TZVPD basis set) for a molecular structure, C21H43ErN2P3SSe.

Structure (XYZ):
```
72
Properties=species:S:1:pos:R:3:mulliken_spin:R:1
Er -1.16 0.13 -0.81 3.058
P -1.41 -2.22 0.82 -0.017
P 1.85 -0.59 2.22 -0.003
P 1.34 -1.26 -1.65 -0.010
H -3.69 2.47 -4.37 0.000
C -3.41 1.36 -4.38 0.000
C -2.80 0.64 -3.36 -0.006
H -2.02 1.06 -2.58 0.002
C -2.82 -2.11 1.98 -0.001
C -0.56 -3.65 1.63 -0.001
C -2.19 -3.10 -0.58 0.002
C 3.20 0.57 2.69 0.000
C 0.86 -0.63 3.81 0.000
C 2.81 -2.15 2.00 0.000
C 0.85 -1.14 -3.44 0.001
C 1.68 -3.05 -1.37 -0.001
C 3.07 -0.59 -1.64 -0.001
H -3.72 0.99 -5.40 0.000
H -2.98 -0.47 -3.31 0.000
H -3.44 -1.22 1.72 0.000
H -2.49 -2.01 3.04 0.000
H -3.45 -3.02 1.88 0.000
H -0.14 -3.39 2.62 0.000
H 0.24 -4.07 1.01 0.000
H -1.27 -4.47 1.82 0.000
H -2.64 -2.41 -1.30 -0.002
H -2.99 -3.72 -0.18 0.001
H -1.47 -3.73 -1.11 0.000
H 3.89 0.04 3.36 0.000
H 2.78 1.45 3.19 0.000
H 3.70 0.91 1.78 0.000
H 1.40 -1.15 4.64 0.000
H -0.11 -1.07 3.61 0.000
H 0.67 0.41 4.09 0.000
H 3.54 -2.33 2.83 0.000
H 3.36 -2.07 1.06 0.000
H 2.12 -2.99 1.90 0.000
H 1.70 -1.45 -4.07 0.000
H 0.57 -0.10 -3.67 -0.001
H -0.02 -1.78 -3.61 -0.001
H 2.28 -3.51 -2.17 0.000
H 0.73 -3.61 -1.28 0.000
H 2.22 -3.21 -0.42 0.000
H 3.60 -0.86 -2.57 0.000
H 3.63 -0.96 -0.78 0.000
H 2.99 0.51 -1.57 0.000
C 1.17 2.90 -2.23 -0.003
C -0.19 3.10 -2.72 -0.001
C -0.45 2.95 -4.12 -0.001
C 0.53 2.63 -4.97 0.000
C 1.92 2.72 -4.56 -0.001
C 2.20 2.72 -3.16 0.001
Se 1.18 2.13 -0.44 -0.008
H -0.05 2.07 -2.42 0.005
H -0.93 3.69 -2.11 0.000
H -1.51 2.84 -4.39 0.000
H 0.28 2.27 -6.02 0.000
H 2.70 2.79 -5.29 0.000
H 3.25 2.51 -2.79 0.000
C -2.75 0.96 4.31 0.000
N -1.83 1.92 3.79 0.000
C -0.95 2.68 4.61 0.000
C -0.21 3.42 3.75 0.000
N -0.69 3.16 2.48 -0.001
C -1.64 2.20 2.48 0.000
S -2.51 1.58 1.07 -0.010
H -2.42 -0.07 4.34 0.000
H -3.00 1.21 5.34 0.000
H -3.69 0.92 3.72 0.000
H -0.95 2.63 5.69 0.000
H 0.56 4.12 3.93 0.000
H -0.33 3.52 1.63 0.000
```

Output
net charge: +3
multiplicity: 4
E: -5773.16331 Eh
largest force on an atom: 3.152 eV/Å
Kohn-Sham gap (spin up / spin down): 5.9 / 5.9 eV
expectation value of S²: 3.753